18
Properties=species:S:1:pos:R:3 method="wB97M-V/def2-TZVPD" energy_ha=-1313.83387 gap_ev=10.302 charge=0 de_lowest_kj_mol=81.9 smiles="O=C(NP(O)Cl)OC[C@H]1CO1" homo_energy_ev=-9.618
H 1.296 -0.161 1.680
H -0.219 -0.123 3.890
H -0.617 2.031 0.895
C -0.437 0.536 3.044
O -0.714 -1.918 -1.277
O 0.965 1.285 -0.318
Cl -0.524 -1.081 -4.161
H -1.282 1.229 2.978
C 0.853 0.759 -1.606
P 0.476 -1.754 -2.464
C 0.233 0.167 1.662
H 1.741 -0.810 -0.860
C -0.239 1.108 0.438
H -1.001 0.487 -0.058
H -1.543 -1.959 -1.790
N 1.504 -0.488 -1.807
O 0.285 1.381 -2.427
O -0.777 -0.689 2.181

=====

13
Properties=species:S:1:pos:R:3 method="wB97M-V/def2-TZVPD" energy_ha=-691.96017 gap_ev=10.201 charge=0 de_lowest_kj_mol=225.1 smiles="C=C(Cl)OCC" homo_energy_ev=-9.339
O -0.119 -0.361 -0.343
C -1.573 -0.451 -0.067
H 0.334 1.517 -0.472
H 2.070 0.246 -1.134
C 0.574 0.755 0.182
C 2.061 0.626 -0.038
C -2.031 -1.650 0.047
H 2.573 -0.130 0.646
H 2.473 1.711 -0.143
H 0.334 0.874 1.247
Cl -2.377 0.943 -0.260
H -3.067 -1.745 -0.020
H -1.252 -2.336 0.355

=====

13
Properties=species:S:1:pos:R:3 method="wB97M-V/def2-TZVPD" energy_ha=-691.88123 gap_ev=9.338 charge=0 de_lowest_kj_mol=432.4 homo_energy_ev=-8.872
C -0.507 0.219 -0.747
H 1.817 1.480 1.875
C 0.024 0.232 1.692
H -1.109 -1.346 -2.025
O 1.150 0.609 2.476
C -0.320 -0.315 -2.167
H 1.274 -0.771 -0.085
H -0.287 0.401 -3.029
H 0.733 -1.053 -2.235
Cl -2.081 0.483 -0.255
C 0.358 -0.134 0.314
H -0.826 0.869 1.974
H -0.227 -0.673 2.211

=====

15
Properties=species:S:1:pos:R:3 method="wB97M-V/def2-TZVPD" energy_ha=-1165.31803 gap_ev=9.403 charge=0 de_lowest_kj_mol=337.9 homo_energy_ev=-8.989
C -1.672 -0.305 -0.110
C -0.800 1.868 1.698
C 1.167 -0.454 -2.178
H -0.267 -1.993 -0.263
C -0.432 -0.904 -0.024
H 1.922 -0.551 -1.322
O 0.240 -1.144 -2.259
H 1.458 0.446 -2.985
H 0.363 -0.291 0.338
H -0.723 2.906 1.939
Cl -3.180 -0.898 -0.523
H 0.130 1.444 1.501
H -1.273 1.269 2.507
O -3.352 1.690 0.848
S -2.002 1.697 0.247

=====

14
Properties=species:S:1:pos:R:3 method="wB97M-V/def2-TZVPD" energy_ha=-1090.07959 gap_ev=9.402 charge=0 de_lowest_kj_mol=384.2 homo_energy_ev=-9.382
S 0.807 -1.134 2.822
C 2.181 -0.971 1.510
Cl -0.607 -2.196 1.669
H 2.348 -2.057 1.332
H -0.692 1.327 -3.373
O 0.336 0.211 3.025
C -1.926 1.525 -1.518
C -1.221 0.779 -2.600
H -2.811 2.127 -1.302
H -1.656 -0.081 -2.995
H 2.854 -0.359 2.035
H 1.686 -0.336 0.666
H -0.350 0.390 -0.225
C -0.948 0.776 -1.044

=====

13
Properties=species:S:1:pos:R:3 method="wB97M-V/def2-TZVPD" energy_ha=-957.65585 gap_ev="6.532 / 6.531" charge=+1 de_lowest_kj_mol=514.5 homo_energy_ev="-13.643 / -13.642"
P 0.938 -0.208 0.087
H 3.103 1.052 -0.306
C 2.564 0.029 -0.279
H -0.325 -2.131 0.613
H 0.725 -2.370 -0.868
C -1.416 1.800 0.042
H -2.362 1.962 0.547
H -0.809 2.352 0.694
Cl -2.248 -0.747 -0.138
C -1.065 0.389 -0.069
H -1.185 2.315 -0.923
H 1.499 -2.446 0.507
C 0.583 -1.997 0.093

=====

13
Properties=species:S:1:pos:R:3 method="wB97M-V/def2-TZVPD" energy_ha=-1014.95072 gap_ev=9.260 charge=0 de_lowest_kj_mol=47.6 smiles="CS/C=C/CCl" homo_energy_ev=-8.333
H -2.126 -0.412 2.336
Cl -2.126 -2.099 0.641
C 2.342 0.157 -1.325
H 3.297 0.699 -1.600
C 0.071 0.199 0.011
S 1.357 1.365 -0.440
H 1.910 -0.188 -2.224
H 0.424 -0.804 -0.007
H -3.071 -0.006 0.939
C -2.110 -0.393 1.218
H 2.512 -0.698 -0.660
C -1.121 0.566 0.586
H -1.358 1.613 0.524

=====

13
Properties=species:S:1:pos:R:3 method="wB97M-V/def2-TZVPD" energy_ha=-1014.92403 gap_ev=10.116 charge=0 de_lowest_kj_mol=117.7 smiles="C=CC[C@@H](S)Cl" homo_energy_ev=-9.329
H 1.942 0.357 -0.571
C 0.245 -0.162 0.639
C -0.584 1.067 0.432
H -2.368 2.079 0.386
S 1.985 -1.997 -0.463
Cl -0.061 -0.561 -2.050
H -0.262 -1.050 0.854
H 0.940 -0.044 1.478
C -1.897 1.066 0.562
C 1.079 -0.544 -0.562
H 1.642 -2.447 -1.684
H -2.455 0.232 0.943
H -0.207 2.003 0.035

=====

Repeat the sixth record exactly.
13
Properties=species:S:1:pos:R:3 method="wB97M-V/def2-TZVPD" energy_ha=-957.65585 gap_ev="6.532 / 6.531" charge=+1 de_lowest_kj_mol=514.5 homo_energy_ev="-13.643 / -13.642"
P 0.938 -0.208 0.087
H 3.103 1.052 -0.306
C 2.564 0.029 -0.279
H -0.325 -2.131 0.613
H 0.725 -2.370 -0.868
C -1.416 1.800 0.042
H -2.362 1.962 0.547
H -0.809 2.352 0.694
Cl -2.248 -0.747 -0.138
C -1.065 0.389 -0.069
H -1.185 2.315 -0.923
H 1.499 -2.446 0.507
C 0.583 -1.997 0.093